# 1
62
Properties=species:S:1:pos:R:3:forces:R:3 method="wB97M-V/def2-TZVPD" e_above_lowest_kj_mol=43.3 charge=-2 lumo_energy_ha=0.1460 homo_lumo_gap_ev=4.12 molar_mass_g_mol=613.687 homo_energy_ev=-0.151
S -1.1089 0.8518 -3.5738 -0.17 -0.07 -0.06
S 1.3099 -0.6715 -3.7052 -0.11 0.08 -0.32
Si 2.0348 2.4047 0.7268 0.04 -0.07 0.01
Si -2.3805 -1.6683 1.8425 -0.08 0.36 0.02
Na -0.0337 0.2220 -0.5832 -0.06 0.20 0.66
F 2.1616 0.1735 -6.0678 -0.05 0.04 -0.06
F -0.8221 2.1603 -5.8626 0.04 -0.04 -0.06
F -2.4481 2.8479 -4.6180 -0.06 0.00 0.03
F 3.6320 -0.8999 -4.9048 0.02 -0.04 0.02
F -0.4109 3.3526 -4.1073 0.08 0.05 0.03
F 3.1269 1.1371 -4.3910 0.04 0.10 0.04
O 0.8041 -1.8349 -4.3786 0.02 -0.16 -0.10
O -1.9963 -0.0767 -4.2001 -0.19 -0.03 -0.26
O 1.9739 -0.8351 -2.4510 0.31 -0.13 0.28
O -0.7452 -1.4746 -1.6927 -0.28 -0.01 -0.62
O -1.4257 1.3214 -2.2559 -0.19 0.21 0.27
N -0.3075 -3.1067 -0.2100 -0.15 -0.03 -0.20
N -1.0391 -3.6193 -2.3809 -0.04 0.10 -0.14
N -0.8947 -0.8970 1.5996 -0.20 -0.34 -0.19
N 0.4006 0.5815 -3.7464 0.40 0.28 -0.15
N 1.0129 1.1689 1.2034 0.05 0.14 -0.08
C 0.7989 0.6774 2.4562 -0.15 -0.14 -0.02
C 0.4231 -0.4043 5.0706 -0.01 -0.02 0.01
C -0.7039 -2.6656 -1.4350 0.35 -0.38 0.42
C -0.1496 -0.4131 2.6605 0.20 0.18 0.06
C 1.4431 1.1792 3.5999 0.09 0.06 0.09
C 3.8864 2.1892 1.1484 -0.06 0.12 -0.04
C 1.2750 0.6644 4.8877 0.00 0.02 -0.04
C -3.3696 -1.7409 0.2187 -0.02 -0.07 0.12
C -0.2590 -0.9158 3.9604 -0.05 -0.15 0.15
C -2.3675 -3.4841 2.4777 -0.06 0.09 0.00
C -3.5599 -0.7729 3.0417 -0.02 -0.07 -0.08
C 1.5918 4.1633 1.3260 0.08 -0.06 -0.02
C -1.1873 2.3892 -4.5962 -0.13 -0.11 0.00
C 2.6256 -0.0136 -4.8269 -0.06 -0.24 0.03
C 2.0014 2.5110 -1.1616 0.06 0.14 0.07
H 1.8155 1.1036 5.7215 0.00 0.00 0.00
H 4.0822 2.2348 2.2221 -0.02 0.01 0.00
H -3.8028 0.2062 2.6194 0.00 0.01 0.01
H -0.9950 -3.2185 -3.3089 0.01 -0.01 -0.02
H 4.2403 1.2201 0.7879 -0.03 -0.01 -0.02
H -0.5473 -4.4948 -2.3058 0.03 0.00 0.05
H -4.4928 -1.3428 3.1277 0.00 0.03 0.04
H -2.0431 -3.5525 3.5185 -0.03 0.02 0.02
H -0.9191 -1.7641 4.1281 0.02 0.06 -0.05
H 0.2708 -0.8502 6.0492 0.02 0.02 0.00
H 1.6650 4.2612 2.4122 0.01 -0.02 0.00
H -3.3750 -3.9101 2.4067 0.01 -0.01 0.01
H -1.6965 -4.1167 1.8931 -0.01 -0.04 0.00
H -3.0969 -0.9206 -0.4459 0.01 0.05 0.02
H -0.3791 -2.3536 0.5086 0.25 0.08 0.16
H -0.6273 -4.0148 0.0847 0.02 -0.01 -0.10
H 0.9941 2.6478 -1.5654 -0.02 -0.02 0.03
H 2.5953 3.3695 -1.4949 0.01 -0.02 -0.03
H 2.1193 2.0203 3.4687 -0.01 -0.02 -0.02
H -3.2559 -2.6679 -0.3511 0.06 -0.01 0.06
H 2.2652 4.8973 0.8684 -0.02 0.02 0.03
H 4.4783 2.9713 0.6586 0.02 -0.02 0.02
H 2.4306 1.6160 -1.6175 -0.02 -0.02 0.00
H 0.5678 4.4154 1.0390 -0.01 -0.02 -0.02
H -4.4336 -1.6434 0.4622 0.00 -0.01 -0.04
H -3.1524 -0.6142 4.0417 0.06 -0.04 -0.05

***

# 2
58
Properties=species:S:1:pos:R:3:forces:R:3 method="wB97M-V/def2-TZVPD" charge=+1 lumo_energy_ha=-0.1352 homo_lumo_gap_ev=8.26 molar_mass_g_mol=486.390 homo_energy_ev=-11.944
F -0.6627 2.7475 0.3759 -0.59 -0.29 0.16
F -1.4025 -1.0390 8.1974 0.39 0.33 -0.17
F -0.0715 -0.8832 9.8847 0.22 0.45 -0.55
F -1.5037 0.6817 9.4989 0.43 0.13 -0.38
F -1.3099 3.7881 2.1475 -0.44 -0.39 -0.11
F -0.3976 1.8408 2.3127 -0.47 -0.14 -0.13
O -1.4603 -0.7971 -3.8304 0.60 0.16 -0.91
O -3.0444 1.4989 2.6643 0.76 0.62 -0.54
O -3.2766 1.8459 0.4499 0.82 0.28 0.21
O 2.7539 -1.2595 -5.2158 0.35 1.00 -0.78
O 1.5159 0.7527 8.3231 -0.71 -0.39 0.29
O -0.2145 0.9982 6.9006 -0.20 -0.34 0.84
N 1.5273 -3.4261 -4.1085 4.03 0.77 1.24
N 1.3491 -4.5633 -3.3799 1.75 -2.65 2.45
N 0.7381 0.4789 -5.8713 0.71 0.83 0.77
N 3.5525 -3.9293 -2.8752 -5.52 -1.11 -1.97
N 3.4900 -1.9733 -4.3270 -0.16 -1.99 1.70
C 3.2107 0.1121 -5.3330 -0.14 2.40 0.10
C 0.6281 1.7468 6.0114 0.40 0.32 -0.57
C -1.2625 1.3404 -2.6281 0.97 0.20 -1.56
C 1.4827 0.8185 5.1715 0.09 -0.33 0.13
C -0.6491 -0.1731 8.9041 -1.15 -1.03 1.15
C -1.1107 0.5987 -4.0653 1.05 0.81 2.10
C -2.6307 1.9293 1.4601 -1.68 -0.75 0.39
C 2.8855 -3.0542 -3.7991 -0.26 -0.66 0.57
C -4.3551 0.9108 2.7069 -0.73 -0.46 0.10
C 0.3668 0.5596 8.0328 0.87 0.98 -1.15
C 0.4520 0.7736 -4.4471 -1.31 -0.10 0.03
C 2.1141 0.8563 -6.2751 0.66 -2.06 -0.39
C 2.5247 -4.9027 -2.6591 1.07 3.77 -1.94
C -1.2519 2.5732 1.5703 1.68 0.83 0.12
C -4.3124 -0.5326 2.2458 0.29 -0.09 -0.23
H 2.2758 0.3961 -7.3152 -0.23 1.09 1.33
H -1.8053 1.0531 -4.8348 0.88 -0.87 0.80
H -5.2925 -1.0007 2.3541 0.06 0.08 0.03
H -5.0637 1.5013 2.1211 0.27 0.01 -0.08
H -0.9550 2.4286 -2.8321 -0.77 -1.40 0.69
H -0.4414 0.8867 -1.9708 -1.36 0.61 -0.57
H -4.0099 -0.6041 1.1986 -0.14 0.07 0.04
H 0.8522 -2.9751 -4.7336 0.34 -0.45 0.42
H 0.5073 -0.4815 -6.1389 0.20 0.57 0.20
H 2.7438 -5.7791 -1.9797 -0.97 1.08 -1.07
H 0.7543 1.8515 -4.2446 -0.37 -1.34 -0.26
H 3.2032 0.6469 -4.3214 -0.02 -1.08 -1.07
H 1.2371 2.4645 6.5667 -0.06 -0.24 0.13
H 4.2708 0.2182 -5.7490 -1.43 -0.58 0.35
H -4.6837 0.9533 3.7467 0.33 0.16 -0.04
H -0.0344 2.3223 5.3620 -0.20 -0.19 0.23
H -2.3005 1.2428 -2.1897 1.39 0.14 -0.48
H 2.3038 1.9787 -6.2804 -0.35 -1.53 0.09
H 2.0641 1.3848 4.4412 -0.08 0.01 0.06
H 4.4669 -1.7731 -4.0670 -0.71 0.09 -0.54
H -3.5821 -1.0996 2.8284 -0.14 0.05 0.09
H 1.0110 0.1046 -3.6986 -0.49 0.77 -0.83
H -0.7119 -1.2593 -3.4034 -0.50 0.76 -0.10
H 0.8570 0.0950 4.6428 -0.03 0.16 -0.05
H 0.4836 -5.1211 -3.3393 0.59 0.77 -0.34
H 2.1744 0.2466 5.7939 0.00 0.15 -0.01